1.
The following is a DFT calculation (ωB97M-V/def2-TZVPD) of a structure of composition C26H50Li5O16P in a non-equilibrium geometry.

```
98
Properties=species:S:1:pos:R:3:lowdin_charge:R:1
Li 30.146 -2.190 -3.445 0.617
Li 28.739 -2.439 -0.764 0.651
Li 25.992 -0.486 -2.282 0.679
Li 26.798 -0.704 -5.054 0.610
Li 28.979 0.382 -2.678 0.672
P 27.860 -1.812 -3.015 -0.132
O 27.744 -0.923 -1.783 -0.506
O 28.680 -3.043 -2.587 -0.437
O 28.678 -1.025 -4.052 -0.463
O 26.402 -1.803 -3.495 -0.455
O 32.019 0.365 -0.447 0.086
C 31.073 -0.513 -0.902 -0.797
O 30.490 -1.235 -0.061 -0.054
O 30.787 -0.603 -2.117 -0.101
H 31.951 0.026 0.473 0.118
O 25.330 2.936 -4.645 0.098
C 25.756 1.651 -4.597 -0.816
O 26.254 1.153 -5.635 -0.066
O 25.830 1.109 -3.477 -0.085
H 25.514 3.256 -5.536 0.110
C 33.187 -5.543 -2.516 -0.151
C 31.914 -6.334 -2.752 -0.147
C 30.779 -5.281 -2.768 -0.191
O 31.445 -4.053 -2.969 -0.193
C 32.645 -4.134 -2.221 -0.194
H 33.889 -5.515 -3.349 0.102
H 33.770 -5.806 -1.631 0.111
H 31.735 -7.092 -1.984 0.109
H 31.971 -6.960 -3.643 0.106
H 30.240 -5.204 -1.821 0.113
H 30.098 -5.563 -3.569 0.125
H 32.329 -4.064 -1.167 0.128
H 33.301 -3.264 -2.244 0.123
C 25.184 -3.062 -8.062 -0.137
C 26.034 -4.061 -7.345 -0.176
C 26.277 -3.443 -5.980 -0.177
O 26.382 -2.029 -6.261 -0.250
C 25.852 -1.745 -7.554 -0.166
H 24.136 -3.110 -7.771 0.101
H 25.322 -3.231 -9.129 0.114
H 27.020 -4.223 -7.791 0.117
H 25.658 -5.067 -7.139 0.120
H 27.196 -3.686 -5.441 0.117
H 25.503 -3.655 -5.239 0.121
H 26.691 -1.477 -8.200 0.124
H 25.111 -0.945 -7.567 0.108
C 31.738 3.106 -4.314 -0.133
C 31.359 2.077 -5.355 -0.168
C 29.871 1.870 -5.139 -0.167
O 29.819 1.848 -3.697 -0.220
C 30.754 2.762 -3.151 -0.167
H 31.586 4.108 -4.716 0.110
H 32.763 2.942 -3.988 0.109
H 31.780 1.104 -5.083 0.110
H 31.550 2.219 -6.419 0.119
H 29.426 0.944 -5.497 0.109
H 29.285 2.681 -5.584 0.127
H 31.308 2.280 -2.344 0.109
H 30.264 3.635 -2.714 0.120
C 22.385 -0.098 -4.769 -0.180
C 21.949 0.160 -6.172 -0.146
C 22.070 -1.217 -6.878 -0.163
O 22.602 -2.102 -5.859 -0.150
C 23.269 -1.315 -4.882 -0.206
H 21.563 -0.287 -4.069 0.116
H 22.865 0.709 -4.207 0.114
H 22.514 0.931 -6.695 0.112
H 20.896 0.448 -6.192 0.108
H 22.778 -1.202 -7.713 0.094
H 21.169 -1.699 -7.252 0.116
H 24.266 -0.927 -5.114 0.097
H 23.282 -1.972 -4.013 0.131
C 32.838 -3.250 -5.981 -0.151
C 31.482 -3.426 -6.706 -0.141
C 30.800 -2.130 -6.470 -0.193
O 31.254 -1.736 -5.178 -0.186
C 32.630 -2.011 -5.120 -0.209
H 33.712 -3.215 -6.641 0.108
H 33.120 -4.184 -5.486 0.096
H 31.013 -4.191 -6.086 0.115
H 31.728 -3.656 -7.741 0.119
H 29.714 -2.216 -6.528 0.123
H 31.066 -1.360 -7.206 0.134
H 33.110 -2.031 -4.140 0.113
H 33.252 -1.183 -5.497 0.122
C 26.076 -4.431 0.286 -0.162
C 25.799 -3.069 0.920 -0.135
C 27.110 -2.845 1.742 -0.172
O 28.110 -3.398 0.917 -0.168
C 27.590 -4.579 0.350 -0.214
H 25.718 -4.579 -0.732 0.115
H 25.552 -5.151 0.919 0.110
H 24.846 -3.083 1.445 0.112
H 25.770 -2.298 0.148 0.097
H 27.079 -3.217 2.768 0.127
H 27.148 -1.757 1.799 0.126
H 27.808 -5.485 0.926 0.126
H 27.872 -4.794 -0.683 0.106
```

Results
orbital gap	9.19	eV
highest occupied orbital energy	-8.9	eV
energy	-2604.1162	a.u.
largest force on an atom	2.99	eV/A

---

2.
The following is a DFT calculation (ωB97M-V/def2-TZVPD) of a structure of composition C26H50LuP2Si in a non-equilibrium geometry.

```
80
Properties=species:S:1:pos:R:3:lowdin_charge:R:1
Lu 0.730 -0.894 -0.846 1.435
C -0.692 -2.404 2.351 -0.283
C 0.567 -2.717 1.753 -0.320
C 0.892 -1.185 3.421 -0.248
C -0.508 -1.414 3.296 -0.246
C 1.544 -1.931 2.450 -0.285
C -1.979 -3.116 2.064 -0.063
H -2.009 -3.621 1.097 0.056
H -2.827 -2.422 2.129 0.072
H -2.141 -3.880 2.837 0.094
C -1.528 -0.873 4.211 -0.050
H -2.537 -1.156 3.910 0.074
H -1.446 0.214 4.267 0.038
H -1.435 -1.225 5.249 0.095
C 1.489 -0.347 4.458 -0.049
H 1.244 -0.648 5.496 0.098
H 1.185 0.699 4.397 0.029
H 2.581 -0.400 4.439 0.075
C 3.023 -2.090 2.400 -0.084
H 3.447 -2.808 3.140 0.101
H 3.522 -1.136 2.600 0.061
H 3.366 -2.462 1.428 0.060
C 0.934 -3.982 1.027 -0.084
H 1.352 -4.767 1.680 0.090
H 1.690 -3.809 0.242 0.051
H 0.060 -4.437 0.544 0.066
C -1.327 1.040 -3.252 -0.217
C -1.692 -0.229 -3.338 -0.230
C -1.144 -1.258 -4.211 -0.218
C 0.334 -1.226 -4.377 -0.172
C 1.082 -0.821 -3.092 -0.383
C 1.737 0.368 -3.197 -0.194
C 1.150 1.653 -3.722 -0.204
C -0.340 1.744 -4.155 -0.147
H -1.654 -1.094 -5.184 0.147
H 0.566 -0.649 -5.315 0.138
H -1.554 -2.238 -3.873 0.128
H -0.455 1.430 -5.212 0.124
H -1.991 1.813 -2.854 0.088
H -2.717 -0.419 -2.958 0.100
H -0.567 2.828 -4.158 0.124
H 1.344 2.506 -3.034 0.072
H 2.847 0.526 -2.952 0.128
H 1.726 1.981 -4.615 0.134
H 0.599 -2.259 -4.664 0.125
H 1.595 -1.668 -2.636 0.069
P -1.929 0.627 -0.557 0.964
C -3.578 0.992 -1.271 -0.298
C -1.571 -1.535 -0.898 -0.213
P 1.902 1.636 0.229 0.952
C -0.081 1.348 -0.882 -0.643
C 2.830 0.012 -0.211 -0.401
C 2.868 2.774 -0.856 -0.295
H -4.070 1.895 -0.856 0.069
H -4.209 0.141 -0.982 0.056
H -3.717 1.104 -2.355 0.038
H -0.977 -1.730 -1.842 -0.004
H -2.640 -1.695 -0.935 0.046
H -1.159 -2.179 -0.044 0.010
H 2.501 2.748 -1.913 0.017
H 3.914 2.391 -0.842 0.054
H 2.847 3.807 -0.408 0.065
H -0.119 2.340 -1.478 0.068
H 0.250 0.726 -1.761 -0.080
H 3.358 -0.280 0.721 0.032
H 3.497 0.239 -1.038 0.025
H 2.586 -1.078 -0.669 0.033
C 0.257 2.466 3.121 -0.196
Si -0.768 1.951 1.557 0.563
C -2.487 1.827 2.193 -0.233
C -0.597 3.506 0.488 -0.237
H -0.178 2.033 4.038 0.027
H 0.164 3.571 3.167 0.050
H 1.318 2.201 3.056 0.001
H -2.551 1.397 3.180 0.014
H -2.835 2.862 2.268 0.053
H -3.156 1.277 1.560 -0.020
H -0.865 4.294 1.199 0.051
H 0.430 3.641 0.121 0.001
H -1.300 3.474 -0.347 0.032
```

Results
net charge	+1
orbital gap (spin up / spin down)	4.73 / 4.61	eV
highest occupied orbital energy (spin up / spin down)	-8.8 / -8.8	eV
energy	-3227.6545	a.u.
largest force on an atom	4.56	eV/A

---

3.
The following is a DFT calculation (ωB97M-V/def2-TZVPD) of a cluster of 7 separate species, C26H50N4O8 in total in a non-equilibrium geometry.

```
88
Properties=species:S:1:pos:R:3:lowdin_charge:R:1
C 3.380 -0.943 3.215 -0.127
C 2.639 0.125 2.239 -0.194
C 1.646 1.117 3.062 -0.111
N 0.703 0.350 3.928 -0.074
C 0.971 0.423 5.334 0.003
N -0.029 -0.411 6.008 0.103
C -0.822 -0.916 4.892 -0.238
N -1.845 -1.753 5.083 0.044
C -2.719 -2.388 4.063 -0.187
C -4.066 -1.495 3.823 -0.083
N -0.377 -0.417 3.627 0.125
C -0.825 -0.566 2.222 -0.504
O -1.505 0.282 1.571 -0.004
O -0.419 -1.720 1.544 -0.160
H 2.572 -1.564 3.747 0.065
H 4.125 -1.608 2.636 0.080
H 4.020 -0.387 3.997 0.073
H 3.497 0.770 1.803 0.119
H 2.107 -0.398 1.363 0.092
H 1.142 1.820 2.314 0.138
H 2.336 1.711 3.765 0.126
H 1.808 1.038 5.789 0.147
H -2.051 -1.993 6.071 0.165
H -2.203 -2.690 3.092 0.113
H -3.107 -3.372 4.534 0.125
H -4.947 -2.022 4.362 0.077
H -3.983 -0.465 4.336 0.067
H -4.367 -1.429 2.725 0.083
C 0.520 0.880 -2.883 -0.030
C 0.985 0.228 -1.608 -0.477
O 2.139 0.344 -1.222 0.035
C -0.023 -0.570 -0.827 -0.030
H 1.352 1.421 -3.338 0.061
H 0.173 0.118 -3.584 0.067
H -0.280 1.588 -2.667 0.081
H -0.395 -1.397 -1.438 0.092
H -0.848 0.073 -0.520 0.077
H 0.451 -0.982 0.067 0.033
C -8.438 1.955 5.238 -0.027
C -7.436 0.834 5.307 -0.502
O -7.713 -0.286 4.919 0.060
C -6.078 1.151 5.875 -0.028
H -9.370 1.582 4.808 0.084
H -8.643 2.334 6.241 0.085
H -8.055 2.757 4.602 0.086
H -6.178 1.493 6.907 0.087
H -5.591 1.916 5.267 0.090
H -5.462 0.249 5.863 0.057
C 0.766 5.838 -4.504 -0.022
C 1.002 4.526 -3.805 -0.482
O 0.190 3.619 -3.868 0.044
C 2.281 4.378 -3.025 -0.009
H -0.193 5.803 -5.026 0.081
H 0.737 6.649 -3.773 0.085
H 1.557 6.017 -5.236 0.084
H 2.319 5.124 -2.229 0.091
H 3.138 4.492 -3.693 0.052
H 2.317 3.383 -2.575 0.075
C -2.702 -1.635 -6.208 -0.026
C -1.702 -2.758 -6.122 -0.504
O -1.985 -3.885 -6.482 0.060
C -0.339 -2.430 -5.573 -0.025
H -3.639 -2.016 -6.621 0.082
H -2.897 -1.233 -5.211 0.086
H -2.323 -0.849 -6.865 0.085
H -0.429 -2.063 -4.548 0.070
H 0.145 -1.679 -6.203 0.087
H 0.276 -3.332 -5.570 0.084
C 5.657 2.277 -5.189 -0.018
C 4.870 3.384 -5.836 -0.489
O 4.577 4.395 -5.222 0.038
C 4.460 3.196 -7.272 -0.021
H 5.883 2.549 -4.156 0.087
H 5.070 1.356 -5.187 0.089
H 6.596 2.125 -5.725 0.086
H 3.819 2.316 -7.363 0.088
H 5.346 3.085 -7.901 0.086
H 3.900 4.072 -7.607 0.083
C 2.755 -6.197 2.887 -0.027
C 2.510 -4.843 2.275 -0.486
O 3.024 -3.839 2.735 0.045
C 1.605 -4.777 1.074 -0.017
H 3.425 -6.092 3.743 0.081
H 1.812 -6.626 3.231 0.084
H 3.225 -6.856 2.153 0.084
H 0.610 -5.142 1.338 0.088
H 2.024 -5.373 0.260 0.085
H 1.520 -3.740 0.742 0.076
```

Results
orbital gap	8.59	eV
highest occupied orbital energy	-8.4	eV
energy	-1841.4560	a.u.
largest force on an atom	8.84	eV/A

---

The lowest energy belongs to which entry? C26H50LuP2Si

---

The lowest largest force on an atom belongs to which entry? C26H50Li5O16P

---

Which formula does entry 2 have? C26H50LuP2Si

---

Among the records above, which one has the lowest energy? C26H50LuP2Si